{
  "formula": "C4H9O2",
  "method": "ωB97M-V with the def2-TZVPD basis set",
  "species": ["C", "C", "O", "O", "H", "H", "H", "C", "C", "H", "H", "H", "H", "H", "H"],
  "xyz": [[1.72, 1.29, -0.41], [1.52, 1.04, 1.09], [2.39, 0.30, 1.61], [0.53, 1.57, 1.64], [1.24, 0.53, -1.03], [2.78, 1.34, -0.70], [1.25, 2.20, -0.77], [-1.33, -1.22, -0.91], [-1.52, -0.78, 0.54], [-0.79, -2.18, -0.92], [-2.30, -1.46, -1.35], [-0.77, -0.52, -1.52], [-1.89, -1.62, 1.14], [-0.57, -0.50, 0.98], [-2.26, 0.02, 0.62]],
  "nbo_charge": [-0.730, 0.745, -0.795, -0.789, 0.192, 0.195, 0.188, -0.602, -0.605, 0.190, 0.178, 0.205, 0.178, 0.256, 0.194],
  "gap_ev": 7.779,
  "homo_ev": -3.799,
  "lumo_ev": 3.98,
  "charge": -1,
  "e_above_lowest_kcal_mol": 4.3
}